Entry 1:
{"formula": "C23H15F5N6RuS2", "method": "ωB97M-V with the def2-TZVPD basis set", "total_charge": 2, "relative_energy_kcal_mol": 0.0, "homo_ev": [-14.037, -14.213], "e_lumo_ha": [-0.350, -0.344], "molar_mass_g_mol": 635.6, "gap_ev": [4.5, 4.8], "elements": ["Ru", "C", "N", "C", "C", "N", "C", "C", "C", "C", "C", "C", "N", "C", "N", "C", "C", "C", "C", "C", "C", "N", "H", "H", "H", "H", "H", "H", "H", "H", "H", "H", "H", "H", "H", "H", "H", "F", "C", "C", "F", "C", "F", "C", "S", "C", "F", "C", "F", "S", "C", "N"], "positions_angstrom": [[0.492, -0.525, -0.002], [3.037, -1.159, 1.256], [2.549, -0.516, -0.004], [3.035, -1.157, -1.265], [2.069, -0.784, -2.346], [0.797, -0.576, -2.056], [0.158, -0.249, -3.247], [-1.173, 0.062, -3.517], [-1.498, 0.330, -4.829], [-0.534, 0.289, -5.851], [0.784, -0.024, -5.595], [1.107, -0.289, -4.270], [2.311, -0.626, -3.654], [2.072, -0.787, 2.339], [0.801, -0.579, 2.051], [0.163, -0.252, 3.244], [-1.167, 0.058, 3.517], [-1.490, 0.326, 4.829], [-0.524, 0.284, 5.850], [0.794, -0.028, 5.591], [1.114, -0.294, 4.265], [2.317, -0.630, 3.646], [4.064, -0.867, 1.478], [3.003, -2.238, 1.105], [2.864, 0.453, -0.003], [3.001, -2.237, -1.116], [4.061, -0.865, -1.488], [-1.923, 0.072, -2.738], [-2.521, 0.569, -5.086], [-0.837, 0.504, -6.867], [1.522, -0.059, -6.385], [3.195, -0.769, -4.117], [-1.919, 0.068, 2.738], [-2.512, 0.565, 5.088], [-0.825, 0.499, 6.866], [1.533, -0.064, 6.379], [3.202, -0.774, 4.108], [-5.567, 2.206, 0.004], [-4.263, 2.095, 0.004], [-3.683, 0.822, 0.002], [-4.438, -0.259, 0.001], [-2.315, 0.738, 0.001], [-1.741, -0.506, 0.000], [-1.479, 1.852, 0.003], [0.243, 1.689, 0.001], [-2.088, 3.112, 0.005], [-1.342, 4.198, 0.006], [-3.468, 3.235, 0.005], [-4.031, 4.424, 0.007], [0.135, -5.207, 0.033], [0.362, -3.650, 0.014], [0.556, -2.476, -0.001]], "atomic_forces_ev_per_a": [[0.09, 0.23, -0.01], [-0.05, -0.08, -0.02], [-0.11, 0.06, 0.00], [-0.05, -0.08, 0.02], [0.10, 0.01, -0.03], [-0.07, 0.14, 0.14], [-0.08, -0.09, -0.02], [0.01, 0.01, 0.02], [0.01, 0.01, -0.01], [-0.02, 0.00, 0.01], [0.03, 0.00, 0.02], [-0.04, -0.01, 0.01], [-0.01, -0.06, 0.08], [0.10, 0.01, 0.03], [-0.06, 0.14, -0.14], [-0.08, -0.09, 0.02], [0.01, 0.02, -0.01], [0.00, 0.00, 0.01], [-0.02, 0.00, -0.01], [0.03, -0.01, -0.02], [-0.04, -0.01, -0.01], [-0.01, -0.06, -0.08], [-0.01, 0.04, 0.02], [0.02, -0.01, 0.00], [0.01, 0.02, 0.00], [0.02, -0.01, 0.00], [-0.01, 0.04, -0.02], [0.00, 0.00, 0.00], [0.00, 0.00, 0.00], [0.00, 0.00, 0.00], [0.00, 0.00, 0.00], [0.02, 0.02, 0.00], [0.00, 0.00, 0.00], [0.00, 0.00, 0.00], [0.00, 0.00, 0.00], [0.00, 0.00, 0.00], [0.02, 0.02, 0.00], [0.00, 0.00, 0.00], [0.02, -0.02, 0.00], [-0.07, 0.02, 0.00], [0.01, 0.01, 0.00], [0.02, 0.14, 0.00], [0.06, -0.05, 0.00], [-0.21, 0.00, 0.00], [0.27, -0.50, 0.00], [0.04, -0.11, 0.00], [0.02, 0.03, 0.00], [-0.04, -0.02, 0.00], [0.01, -0.01, 0.00], [0.06, 0.33, -0.01], [-0.17, -0.80, 0.01], [0.18, 0.73, 0.00]]}



Entry 2:
{"formula": "C24H28CoN5O4S2", "method": "ωB97M-V with the def2-TZVPD basis set", "multiplicity": 2, "total_charge": 1, "homo_ev": [-9.275, -9.251], "e_lumo_ha": [-0.088, -0.088], "molar_mass_g_mol": 573.6, "gap_ev": [6.9, 6.9], "elements": ["Co", "O", "C", "O", "C", "C", "C", "C", "C", "N", "C", "O", "O", "H", "H", "H", "H", "C", "C", "N", "C", "C", "S", "C", "C", "S", "C", "N", "C", "H", "H", "H", "H", "H", "H", "H", "H", "N", "H", "H", "H", "C", "N", "C", "C", "C", "C", "C", "C", "C", "C", "H", "H", "H", "H", "H", "H", "H", "H", "H", "H", "H", "H", "H"], "positions_angstrom": [[-0.828, -0.873, -1.584], [-4.349, 0.997, -2.500], [-3.247, 0.431, -2.025], [-2.721, -0.523, -2.582], [-2.709, 0.982, -0.758], [-3.529, 1.628, 0.105], [-2.987, 1.881, 1.416], [-1.809, 1.359, 1.771], [-0.970, 0.508, 0.853], [-1.407, 0.638, -0.542], [-1.081, -1.035, 1.171], [-1.270, -1.471, 2.298], [-0.909, -1.765, 0.122], [-4.637, 0.479, -3.267], [-4.536, 1.895, -0.171], [-3.566, 2.446, 2.135], [-1.456, 1.487, 2.779], [-0.618, 2.532, -3.126], [-0.023, 1.311, -3.747], [-0.047, 0.094, -3.259], [0.524, -0.813, -4.140], [1.031, -0.270, -5.272], [0.764, 1.414, -5.266], [0.431, -2.220, -3.762], [0.834, -3.325, -4.432], [0.375, -4.718, -3.559], [-0.331, -3.760, -2.334], [-0.218, -2.474, -2.569], [-0.965, -4.374, -1.134], [-1.143, 2.270, -2.212], [-1.314, 3.005, -3.820], [0.159, 3.260, -2.889], [1.511, -0.768, -6.098], [1.345, -3.387, -5.378], [-1.270, -5.398, -1.344], [-1.821, -3.786, -0.817], [-0.253, -4.385, -0.309], [2.185, -2.331, -0.377], [2.103, -1.742, -1.199], [1.253, -2.388, 0.026], [2.752, -1.811, 0.284], [-0.255, 1.612, 5.065], [0.968, 0.838, 4.700], [2.159, 1.734, 4.760], [0.811, -0.034, 3.426], [1.331, 0.538, 2.127], [2.724, 0.623, 2.016], [3.358, 1.093, 0.883], [2.575, 1.473, -0.194], [1.202, 1.321, -0.129], [0.540, 0.835, 0.997], [-0.142, 1.961, 6.089], [-1.125, 0.968, 4.978], [-0.339, 2.464, 4.398], [1.088, 0.147, 5.438], [2.126, 2.411, 3.912], [3.067, 1.142, 4.725], [2.114, 2.289, 5.693], [-0.238, -0.320, 3.373], [1.380, -0.933, 3.662], [3.336, 0.280, 2.842], [4.438, 1.144, 0.839], [3.033, 1.849, -1.101], [0.601, 1.563, -0.986]], "atomic_forces_ev_per_a": [[0.32, 0.26, 0.17], [-0.04, 0.02, 0.01], [0.05, 0.02, 0.09], [-0.11, 0.00, -0.05], [-0.11, -0.14, -0.03], [0.13, -0.02, -0.05], [-0.08, -0.03, 0.03], [0.05, -0.03, 0.04], [-0.18, -0.18, -0.01], [0.16, 0.08, 0.19], [0.00, 0.12, -0.01], [-0.11, 0.08, -0.21], [-0.12, -0.08, -0.18], [-0.02, 0.00, -0.02], [0.00, -0.02, 0.02], [0.03, 0.03, -0.02], [0.07, 0.08, 0.12], [0.04, -0.04, 0.02], [0.05, -0.06, 0.09], [-0.15, -0.08, -0.15], [0.02, -0.05, 0.08], [0.01, -0.02, 0.00], [-0.02, 0.03, -0.03], [0.01, 0.08, 0.04], [0.01, 0.00, -0.01], [0.01, -0.03, 0.00], [0.07, 0.13, 0.05], [-0.12, -0.14, -0.06], [0.02, -0.06, -0.03], [0.05, 0.00, 0.03], [0.01, -0.01, 0.00], [-0.01, 0.01, 0.01], [0.00, 0.00, 0.02], [-0.01, 0.01, 0.02], [0.00, 0.00, -0.02], [-0.01, 0.00, 0.00], [-0.02, 0.02, 0.00], [-0.05, 0.00, 0.04], [0.02, 0.01, -0.02], [-0.03, 0.03, -0.03], [0.06, -0.02, 0.00], [0.02, -0.03, -0.11], [0.02, 0.06, -0.04], [-0.04, -0.02, 0.03], [0.09, 0.07, 0.06], [0.01, -0.04, 0.04], [0.00, 0.03, 0.02], [-0.02, 0.00, -0.01], [0.01, 0.01, -0.01], [-0.01, 0.05, 0.00], [0.07, -0.15, -0.05], [-0.02, 0.01, 0.00], [0.00, 0.00, 0.00], [-0.04, 0.01, -0.07], [-0.02, -0.02, 0.03], [0.01, 0.02, 0.01], [0.00, 0.00, 0.02], [0.01, 0.00, 0.00], [0.05, 0.02, 0.07], [-0.01, -0.03, -0.01], [0.00, -0.01, -0.04], [-0.01, 0.00, 0.00], [-0.01, 0.01, 0.02], [-0.12, 0.04, -0.12]]}



Short version: E_tot = -70860.8152, -100276.4290 eV, in the order given.